Entry 1:
The following is a DFT calculation (ωB97M-V/def2-TZVPD) of 2 unconnected molecules or ions with the total composition C4H8N4 in a non-equilibrium geometry.

```
16
C4H8N4 (ωB97M-V/def2-TZVPD)
C -1.807 -0.929 -0.034
C 0.433 -0.356 -0.370
C 2.599 -0.424 0.647
C 2.347 0.919 -0.063
H -3.843 0.022 -1.446
H -3.904 1.330 -0.201
H -2.359 -1.848 -0.593
H -0.077 0.617 -0.490
H 2.416 -0.456 1.853
H 3.707 -0.905 0.613
H 1.845 1.788 0.141
H 3.215 1.232 -0.580
N -3.755 0.366 0.180
N -2.199 0.288 0.692
N -0.339 -1.255 0.179
N 1.721 -0.388 -0.530
```

Calculated values
- HOMO: -0.33042 hartree
- Total energy: -375.8773 Ha
- Largest force on an atom: 9.5 eV Å⁻¹
- Energy relative to the best compared isomer or geometry (same formula, charge and spin): 232.9 kcal/mol


Entry 2:
The following is a DFT calculation (ωB97M-V/def2-TZVPD) of a single C4H8N4O molecule in a non-equilibrium geometry.

```
17
C4H8N4O (ωB97M-V/def2-TZVPD)
C 0.438 1.380 1.532
C 0.017 0.541 0.586
N -0.816 1.001 -0.473
C -1.868 0.248 -0.767
N -2.425 -0.780 -0.065
C 0.633 -0.836 0.420
O 0.200 -1.821 0.999
N 1.771 -0.860 -0.318
N 2.146 0.142 -1.227
H 1.277 1.032 2.235
H 0.114 2.417 1.613
H -2.372 0.556 -1.655
H -1.966 -1.185 0.731
H -3.020 -1.464 -0.709
H 2.223 -1.726 -0.494
H 1.284 0.354 -1.759
H 2.363 1.002 -0.650
```

Calculated values
- HOMO: -0.32957 hartree
- Total energy: -451.4292 Ha
- SMILES: C=C(/N=C\N)C(=O)NN
- Largest force on an atom: 3.8 eV Å⁻¹
- Energy relative to the best compared isomer or geometry (same formula, charge and spin): 55.9 kcal/mol


Entry 3:
The following is a DFT calculation (ωB97M-V/def2-TZVPD) of a single C4H8N4O molecule in a non-equilibrium geometry.

```
17
C4H8N4O (ωB97M-V/def2-TZVPD)
C 1.083 -1.058 2.169
O -0.062 -0.176 1.925
C -0.282 0.105 0.597
N -0.540 -0.875 -0.344
C -0.678 -0.210 -1.542
N -0.903 -0.930 -2.669
N -0.412 1.053 -1.458
C -0.110 1.358 -0.125
N 0.496 2.538 0.140
H 1.888 -0.694 1.572
H 0.932 -2.057 1.862
H 1.331 -1.232 3.264
H -0.695 -1.807 -0.157
H -1.333 -0.312 -3.360
H -1.464 -1.819 -2.641
H 0.254 3.268 -0.343
H 0.494 2.848 1.108
```

Calculated values
- HOMO: -0.24161 hartree
- Total energy: -451.4339 Ha
- SMILES: COc1[nH]c(N)nc1N
- Largest force on an atom: 6.5 eV Å⁻¹
- Energy relative to the best compared isomer or geometry (same formula, charge and spin): 52.9 kcal/mol


Entry 4:
The following is a DFT calculation (ωB97M-V/def2-TZVPD) of a single C4H8N4O molecule in a non-equilibrium geometry.

```
17
C4H8N4O (ωB97M-V/def2-TZVPD)
H -1.411 0.813 3.020
N -1.166 1.175 1.983
C -1.567 0.303 1.185
N -2.402 -0.755 1.510
C -1.017 0.194 -0.287
O -1.742 -0.364 -1.124
C 0.383 0.268 -0.706
N 0.570 -0.108 -1.989
N 1.245 0.281 0.274
C 2.640 -0.030 -0.277
H -3.031 -0.580 2.262
H -2.988 -0.955 0.653
H 1.590 -0.294 -2.635
H -0.164 0.186 -2.524
H 3.413 -0.069 0.572
H 2.684 -0.869 -0.939
H 2.964 0.803 -0.975
```

Calculated values
- HOMO: -0.34068 hartree
- Total energy: -451.3918 Ha
- SMILES: [H]/N=C(\N)C(=O)/C(N)=N/C
- Largest force on an atom: 6.2 eV Å⁻¹
- Energy relative to the best compared isomer or geometry (same formula, charge and spin): 79.4 kcal/mol


Entry 5:
The following is a DFT calculation (ωB97M-V/def2-TZVPD) of 2 unconnected molecules or ions with the total composition C4H8N4OS in a non-equilibrium geometry.

```
18
C4H8N4OS (ωB97M-V/def2-TZVPD)
C -2.231 -0.404 -0.083
C -1.220 -1.247 -0.810
C -1.384 0.646 0.671
C 0.052 -1.064 0.017
N 2.757 1.933 -0.557
N 2.618 2.847 -1.246
N -0.054 0.030 0.861
N 2.739 1.209 0.395
O 2.550 -1.358 0.652
S 1.420 -1.879 -0.209
H -2.768 0.204 -0.767
H -2.934 -0.986 0.509
H -1.450 -2.393 -0.956
H -1.056 -0.953 -1.807
H -1.278 1.587 0.099
H -1.777 0.905 1.573
H 0.769 0.475 1.123
H 3.247 0.447 0.533
```

Calculated values
- HOMO: -0.29983 hartree
- Total energy: -849.5484 Ha
- Largest force on an atom: 5.3 eV Å⁻¹
- Energy relative to the best compared isomer or geometry (same formula, charge and spin): 32.1 kcal/mol


Entry 6:
The following is a DFT calculation (ωB97M-V/def2-TZVPD) of a gas-phase ion, C4H8N5S (charge -1) in a non-equilibrium geometry.

```
18
C4H8N5S (ωB97M-V/def2-TZVPD)
C 1.808 0.932 0.284
C -0.249 -1.358 -0.078
C -2.622 -0.563 -0.222
C -1.189 -0.212 -0.297
N 3.068 1.250 0.675
N 1.644 0.996 -1.030
N 3.636 1.504 -0.479
N 2.779 1.398 -1.519
N 0.846 0.531 1.322
S -0.726 1.056 1.011
H -0.182 -1.505 0.971
H -0.603 -2.357 -0.540
H 0.790 -1.104 -0.485
H -3.033 -0.237 0.772
H -2.698 -1.606 -0.396
H -3.318 -0.067 -0.893
H -1.092 0.275 -1.263
H 1.140 1.067 2.166
```

Calculated values
- HOMO: -0.15204 hartree
- Total energy: -829.1664 Ha
- Net charge: -1
- Largest force on an atom: 2.8 eV Å⁻¹


LUMO energy values (in eV) by entry order: -0.2 0.7 0.8 -0.1 0.7 3.3.